# C28H84O30P2

A 13-piece molecular cluster, C28H84O30P2 overall (ωB97M-V with the def2-TZVPD basis set, the OMol25 dataset).

- Lowest unoccupied orbital energy: -0.08 eV
- Energy: -110399.831 eV
- Highest occupied orbital energy: -9.337 eV
- Frontier orbital gap: 9.3 eV

Atoms and positions in Å:
P 24.836 7.021 10.125
P 26.622 4.867 15.995
O 20.845 8.881 4.375
O 28.178 5.419 6.462
O 25.714 4.629 14.724
O 28.169 11.321 6.853
O 29.236 5.832 12.900
O 24.039 4.370 7.512
O 25.498 10.831 7.461
O 26.074 6.894 4.936
O 25.916 4.134 17.229
O 17.529 5.650 5.550
O 24.105 7.826 8.971
O 19.065 9.669 13.269
O 27.762 1.895 9.306
O 26.476 9.605 13.842
O 24.111 7.413 11.489
O 24.031 10.452 15.085
O 26.307 6.449 16.214
O 26.222 7.778 10.270
O 24.183 11.755 12.639
O 19.438 12.298 11.983
O 24.956 5.573 9.901
O 26.708 12.669 13.344
O 28.397 4.770 9.571
O 23.387 7.177 4.173
O 22.842 4.229 4.904
O 29.022 10.628 9.457
O 29.907 6.558 15.609
O 27.197 12.401 9.435
O 20.967 6.702 6.170
O 28.032 4.492 15.796
C 30.082 6.946 13.203
C 19.646 11.024 11.342
C 23.778 8.763 11.803
C 27.475 10.515 14.262
C 27.243 4.143 10.156
C 23.202 8.550 3.857
C 24.575 4.458 17.558
C 27.029 7.081 17.292
C 18.579 6.360 6.221
C 24.193 7.487 7.583
C 23.824 11.865 14.991
C 26.797 2.948 9.322
C 29.760 7.498 14.571
C 25.869 5.461 13.553
C 27.351 7.166 10.866
C 25.781 12.203 9.483
C 18.656 10.070 11.955
C 21.826 8.845 3.343
C 29.169 10.347 7.112
C 27.748 6.750 6.741
C 27.263 7.460 5.479
C 27.683 11.642 13.236
C 22.405 3.406 5.969
C 28.943 9.607 8.419
C 19.906 5.976 5.578
C 23.297 12.313 13.620
C 22.668 4.089 7.312
C 25.360 10.881 8.862
H 23.256 7.088 7.207
H 23.917 8.848 3.082
H 19.888 6.165 4.501
H 30.322 8.431 14.635
H 27.437 4.896 6.130
H 29.728 8.940 8.762
H 27.018 8.489 5.758
H 22.330 3.442 8.132
H 25.584 12.133 10.557
H 25.016 6.800 7.380
H 27.255 8.083 16.927
H 22.607 5.146 5.113
H 17.659 10.514 11.987
H 24.223 4.612 8.428
H 27.442 12.737 8.566
H 21.306 3.398 5.947
H 22.701 8.862 11.975
H 19.737 13.038 11.452
H 29.288 5.830 15.415
H 29.177 9.614 6.291
H 30.011 7.716 12.422
H 25.908 10.117 9.424
H 27.553 11.152 12.259
H 24.295 10.805 9.098
H 24.494 8.405 7.072
H 27.618 3.844 11.135
H 18.583 6.007 7.256
H 17.717 4.708 5.583
H 28.425 11.864 6.104
H 26.451 10.925 7.262
H 27.183 6.167 11.271
H 22.124 5.041 7.304
H 25.079 6.203 13.508
H 22.290 11.914 13.466
H 23.670 11.525 11.861
H 30.148 10.821 7.192
H 23.167 10.041 14.940
H 27.745 7.760 11.692
H 28.165 7.032 10.149
H 28.070 7.506 4.746
H 25.838 4.752 12.728
H 23.958 9.386 10.924
H 27.955 6.558 17.523
H 24.076 5.170 16.902
H 26.656 3.272 8.284
H 24.435 4.701 18.610
H 25.886 2.518 9.749
H 27.127 11.015 15.174
H 23.437 9.110 4.771
H 25.883 12.164 13.233
H 24.294 9.082 12.701
H 28.219 11.176 9.423
H 24.275 7.077 4.548
H 19.987 9.089 3.998
H 25.635 9.878 14.254
H 19.413 11.164 10.283
H 28.698 7.783 14.547
H 18.394 7.428 6.156
H 27.936 9.176 8.454
H 27.406 1.152 8.817
H 28.189 4.938 8.642
H 26.387 7.205 18.164
H 28.449 10.065 14.456
H 31.121 6.592 13.154
H 24.829 12.272 15.109
H 28.712 11.999 13.225
H 23.991 3.540 17.417
H 21.162 7.486 5.631
H 29.637 5.384 12.149
H 23.209 12.207 15.825
H 23.284 13.396 13.495
H 18.643 10.302 13.859
H 26.423 4.861 10.217
H 27.101 6.835 7.616
H 26.228 5.953 4.791
H 20.690 10.747 11.496
H 20.030 4.898 5.707
H 26.856 5.923 13.583
H 28.710 7.227 6.958
H 22.753 2.378 5.926
H 21.819 9.768 2.760
H 18.528 9.161 11.364
H 25.268 13.057 9.036
H 21.584 8.020 2.660

Cartesian forces, eV/Å:
P 0.111 0.939 0.118
P -0.247 0.986 -0.594
O 0.335 0.136 0.385
O -0.588 -0.236 0.087
O -0.516 -0.299 0.861
O -0.355 0.027 0.452
O -0.004 0.400 0.071
O 0.594 -0.364 -0.622
O 0.471 -0.192 0.109
O 0.276 -0.150 0.025
O 0.687 0.561 -0.791
O -0.236 0.624 -0.158
O -0.147 -0.153 1.318
O -0.389 0.362 -0.222
O 0.553 0.309 0.358
O 0.016 -0.199 0.044
O -0.418 -0.715 -0.739
O -0.742 0.248 -0.241
O 0.594 -1.181 0.414
O -0.448 0.144 -0.802
O -0.438 0.013 0.080
O -0.117 -0.124 0.551
O -1.339 0.630 0.062
O 0.161 -0.412 0.306
O -0.012 -0.038 -0.340
O -0.639 -0.119 -0.212
O 0.422 -0.519 -0.229
O 0.296 -1.185 -0.336
O 0.686 0.527 -0.109
O -0.440 0.591 -0.294
O 0.337 -0.398 0.291
O -0.602 0.187 0.634
C 0.699 -0.642 -0.482
C -0.559 1.385 -0.234
C -0.606 0.327 -0.441
C -0.108 1.552 0.023
C 1.094 -0.710 -0.537
C 0.833 0.057 0.750
C -1.524 -1.256 -0.138
C -0.160 0.716 -0.396
C -0.041 -1.431 -0.332
C 0.999 0.359 -0.667
C 0.743 0.235 -0.216
C 0.210 -0.409 0.287
C -1.331 -0.331 -0.890
C 0.654 -0.522 0.221
C 1.490 -0.460 0.875
C 0.359 -0.230 0.294
C 0.130 -0.747 0.279
C -0.347 -0.751 -0.669
C 1.096 -1.285 -0.467
C 1.402 0.222 -0.902
C -0.416 0.245 0.824
C -0.192 -1.220 -0.712
C -0.905 1.496 0.891
C -0.669 2.720 1.566
C -0.131 0.833 -0.078
C 0.079 -0.796 0.193
C 0.450 -0.192 0.339
C -0.252 0.937 0.572
H -0.029 0.029 0.159
H -0.045 0.077 -0.040
H -0.190 -0.015 -0.035
H 0.354 -0.254 0.862
H 0.010 -0.079 0.243
H -0.032 -0.534 -0.924
H -0.118 0.011 -0.084
H -0.369 0.077 -0.139
H -0.283 0.246 -0.084
H -0.391 -0.298 0.244
H 0.218 -0.057 0.065
H 0.019 -0.042 -0.062
H 0.122 0.289 -0.026
H -0.150 0.103 0.148
H 0.015 -0.028 -0.053
H -0.048 -0.596 -0.085
H -0.015 -0.450 0.108
H 0.122 -0.182 -0.223
H 0.115 -0.119 0.181
H 0.144 0.147 -0.083
H -0.288 0.169 0.197
H -0.051 -0.371 -0.376
H 0.169 0.018 -0.053
H -0.068 -0.383 -0.168
H -0.421 0.071 -0.005
H -0.358 -0.268 0.176
H 0.180 0.538 0.195
H 0.069 -0.014 0.078
H 0.088 -0.074 -0.083
H -0.380 0.000 -0.125
H -0.396 0.436 -0.081
H -0.246 -0.217 0.145
H -0.054 -0.050 0.011
H -0.090 0.113 0.000
H 0.118 0.028 -0.086
H -0.014 0.041 -0.142
H 0.212 -0.241 0.091
H -0.432 0.334 -0.087
H -0.362 0.223 -0.140
H -0.030 -0.242 -0.098
H -0.181 0.294 -0.213
H 0.444 0.229 0.303
H -0.016 -0.001 0.038
H 0.531 0.392 0.063
H -0.463 0.178 0.088
H 0.543 0.387 -0.041
H -0.329 0.450 -0.199
H 0.301 -0.139 0.229
H -0.214 0.438 -0.209
H 0.115 0.603 -0.289
H 0.371 0.056 -0.221
H 0.062 0.067 0.215
H 0.011 0.074 -0.074
H -0.012 -0.043 -0.061
H 0.280 -0.206 -0.084
H 0.221 -0.374 -0.124
H -0.038 0.259 -0.133
H -0.163 -0.013 -0.001
H 0.155 -0.473 -0.095
H -0.120 -0.008 -0.066
H 0.249 -0.092 -0.040
H -0.024 -0.337 0.033
H -0.248 -0.578 -0.035
H 0.011 0.113 0.315
H -0.102 0.206 0.135
H -0.194 0.569 0.400
H 0.136 0.022 0.019
H -0.294 -0.167 -0.063
H -0.153 -0.202 -0.059
H -0.149 0.158 -0.174
H -0.070 0.074 0.371
H 0.236 -0.117 0.199
H 0.663 -0.992 0.167
H -0.189 -0.115 -0.169
H -0.124 0.020 -0.181
H -0.059 -0.493 -0.124
H 0.328 0.077 0.119
H -0.096 0.143 -0.183
H -0.255 0.231 0.408
H 0.483 0.154 -0.377
H 0.103 0.128 0.181
H 0.384 0.005 -0.078
H -0.079 -0.028 0.060
H -0.008 0.112 -0.098